No. 1
ORCA calculation (ωB97M-V/def2-TZVPD) on the molecule C21H21NO5.

Last column: Löwdin charge in e.
Positions of all 48 atoms, in Å:
O: -0.134 -1.986 1.523  0.1115
O: 1.003 0.531 -1.746  0.1065
O: 2.616 -3.340 0.367  0.0806
O: -0.668 0.149 1.183  0.1355
O: 0.101 2.256 -2.783  0.1118
N: -0.292 -2.601 -0.970  -0.0168
C: 2.055 3.147 2.349  -0.0740
C: 3.252 0.175 1.112  0.0028
C: -0.608 -0.980 0.785  -0.5116
C: -4.393 1.486 -0.523  -0.0774
C: 1.485 2.728 -0.924  0.0724
C: -2.580 -1.832 -0.455  -0.0861
C: -3.671 0.377 -0.920  -0.0375
C: 1.812 -1.393 -0.696  -0.0806
C: 2.893 3.156 1.067  -0.1936
C: -4.853 1.584 0.779  -0.0913
C: 0.811 1.884 -1.882  -0.4353
C: -3.398 -0.647 -0.021  -0.2389
C: 2.280 2.238 0.054  -0.1583
C: -4.587 0.569 1.680  -0.0788
C: -3.861 -0.540 1.282  -0.0422
C: 0.974 -2.241 -1.617  -0.1142
C: 2.463 0.810 0.148  -0.0964
C: 1.765 0.002 -0.766  -0.1445
C: 2.595 -1.987 0.290  -0.2684
C: -1.097 -1.444 -0.591  -0.2423
C: 3.327 -1.195 1.175  -0.0004
H: 1.504 -3.173 -1.828  0.1273
H: 1.983 2.143 2.758  0.0726
H: 0.811 -1.692 -2.554  0.1318
H: -2.933 -2.192 -1.426  0.1266
H: -4.593 2.277 -1.230  0.1027
H: 3.936 -1.670 1.932  0.1172
H: -1.015 -0.609 -1.299  0.1514
H: 3.918 2.854 1.288  0.1088
H: -2.673 -2.645 0.270  0.1267
H: 3.178 -3.616 1.101  0.1190
H: 1.047 3.493 2.137  0.0832
H: 3.807 0.763 1.824  0.1142
H: -0.815 -3.210 -1.592  0.1267
H: -3.649 -1.326 1.992  0.1163
H: 1.301 3.785 -1.029  0.1301
H: 2.919 4.170 0.663  0.1138
H: -3.311 0.308 -1.937  0.1171
H: -5.416 2.452 1.091  0.0994
H: -0.064 -2.766 0.925  0.1079
H: -4.939 0.642 2.699  0.1017
H: 2.502 3.802 3.094  0.0731

Cartesian forces (eV/Å) of the 6 atoms listed first:
O 0.000 -0.232 0.529
O -0.060 -0.176 -0.125
O -0.074 -0.143 -0.012
O -0.012 0.063 0.082
O 0.220 -0.173 0.289
N -0.326 -0.207 -0.325

Results
- E_LUMO (eV) = 0.2
- HOMO energy (eV) = -8.4443
- gap between HOMO and LUMO (hartree) = 0.3185
- structure (SMILES) = CCc1cc(=O)oc2c(CN[C@@H](Cc3ccccc3)C(=O)O)c(O)ccc12
- ΔE to the lowest compared entry with this formula, charge and spin (kcal/mol) = 0.0
- molecular weight (Da) = 367.4

---

No. 2
ORCA calculation (ωB97M-V/def2-TZVPD) on the molecule C21H21NO6.

Last column: Löwdin charge in e.
Positions of all 49 atoms, in Å:
O: -0.902 -1.930 -0.552  0.0645
O: -0.284 4.093 1.300  0.1127
O: -2.256 1.294 1.539  -0.0028
O: -1.587 0.286 -3.022  -0.0099
O: -4.203 1.134 0.429  0.1203
O: 1.162 -0.460 -2.933  -0.0249
N: -1.654 -1.198 1.444  0.0815
C: -2.966 -0.872 0.953  -0.0491
C: -2.229 2.713 1.436  -0.0603
C: 0.998 2.033 -0.297  -0.0018
C: 2.257 -1.758 3.010  -0.0334
C: 1.765 -1.755 0.311  0.0232
C: 0.951 -1.711 2.561  -0.0240
C: 4.200 -1.819 -0.237  -0.0380
C: 0.645 0.483 -2.099  -0.2088
C: -3.238 0.625 0.928  -0.4789
C: -0.670 -1.621 0.605  -0.4156
C: -0.882 3.147 0.846  -0.3219
C: -0.374 2.283 -0.233  -0.1484
C: 3.077 -1.785 0.753  -0.2185
C: 4.734 -1.815 2.646  -0.0427
C: 0.166 -1.289 -3.507  -0.1392
C: -1.222 1.684 -1.161  0.0682
C: -0.959 -0.424 -4.067  -0.1355
C: -0.721 0.806 -2.108  -0.1905
C: 3.331 -1.782 2.128  -0.2288
C: 1.497 1.131 -1.210  0.0114
C: 0.691 -1.697 1.194  -0.1190
H: -3.058 3.054 0.803  0.1372
H: -3.744 -1.361 1.551  0.1400
H: 4.788 -2.729 -0.118  0.0853
H: 2.449 -1.775 4.073  0.1100
H: 5.256 -2.699 2.282  0.0850
H: 5.287 -0.941 2.303  0.0855
H: 2.548 0.893 -1.244  0.1216
H: -1.393 -0.788 2.326  0.1269
H: 4.746 -1.827 3.733  0.0765
H: -1.733 -1.032 -4.536  0.1348
H: -3.035 -1.245 -0.075  0.1407
H: -2.276 1.907 -1.201  0.1329
H: 3.814 -1.785 -1.252  0.0777
H: 0.658 -1.866 -4.291  0.1345
H: 0.150 -1.717 3.286  0.1075
H: -2.341 3.143 2.436  0.1431
H: 1.556 -1.775 -0.747  0.1098
H: 4.869 -0.973 -0.087  0.0840
H: -0.548 0.283 -4.801  0.1390
H: -0.244 -1.953 -2.736  0.1169
H: 1.652 2.526 0.405  0.1210

Cartesian forces (eV/Å) of the 6 atoms listed first:
O 0.037 -0.020 -0.155
O -0.061 -0.031 -0.003
O 0.201 0.088 0.285
O -0.128 0.101 0.322
O 0.011 -0.075 -0.017
O 0.253 0.253 0.145

Results
- E_LUMO (eV) = 0.5
- HOMO energy (eV) = -8.3942
- gap between HOMO and LUMO (hartree) = 0.3273
- structure (SMILES) = Cc1ccc(C(=O)NCC(=O)OCC(=O)c2ccc3c(c2)OCCO3)cc1C
- ΔE to the lowest compared entry with this formula, charge and spin (kcal/mol) = 23.7
- molecular weight (Da) = 383.4

---

No. 3
ORCA calculation (ωB97M-V/def2-TZVPD) on the molecule C21H22BrN3O2.

Last column: Löwdin charge in e.
Positions of all 49 atoms, in Å:
Br: 3.860 0.670 -4.452  0.7404
O: 0.120 -2.099 1.452  0.0823
O: 1.010 0.367 0.213  0.0932
N: -1.104 -0.110 -0.470  0.1581
N: -0.447 -0.403 2.842  -0.0303
N: -5.639 -1.726 3.176  0.0586
C: -4.931 -1.249 2.174  -0.1090
C: 2.093 0.960 -3.809  -0.6633
C: 0.543 -0.801 3.822  -0.1398
C: -1.254 0.746 3.178  -0.1408
C: -0.119 1.786 -4.158  -0.0688
C: -0.696 2.087 2.683  -0.1579
C: 1.162 1.568 -4.636  -0.1210
C: 1.775 0.102 3.827  -0.1660
C: -1.593 -0.677 0.703  -0.1364
C: -5.048 -2.553 4.022  -0.1534
C: 0.828 2.207 2.769  -0.1969
C: -3.581 -1.549 1.947  -0.2051
C: -3.724 -2.947 3.890  -0.0488
C: 0.176 0.326 -0.664  -0.3944
C: -2.981 -2.444 2.837  -0.0056
C: 1.763 0.565 -2.527  -0.0549
C: -2.904 -0.943 0.816  -0.0010
C: 0.467 0.764 -2.062  -0.1230
C: -0.538 -1.104 1.698  -0.4552
C: -0.471 1.386 -2.881  -0.0333
C: 1.458 1.586 4.018  -0.1947
H: -1.963 -2.764 2.687  0.1107
H: -3.558 -0.635 0.006  0.1205
H: 1.267 1.726 1.895  0.0817
H: -1.739 -0.100 -1.257  0.1413
H: 2.489 0.101 -1.877  0.1182
H: -5.669 -2.921 4.828  0.1017
H: 2.399 2.102 4.221  0.1070
H: 0.814 1.731 4.888  0.1109
H: -3.286 -3.643 4.589  0.1029
H: 2.299 -0.024 2.878  0.1172
H: -1.328 0.768 4.268  0.1249
H: -5.460 -0.576 1.509  0.1125
H: -2.266 0.614 2.787  0.1123
H: -0.845 2.274 -4.790  0.1086
H: 0.848 -1.821 3.575  0.1222
H: 2.434 -0.239 4.628  0.1114
H: -1.468 1.595 -2.520  0.1109
H: 1.438 1.872 -5.634  0.1020
H: 1.081 3.269 2.721  0.1080
H: -1.169 2.873 3.277  0.1110
H: 0.068 -0.801 4.809  0.1276
H: -0.990 2.242 1.642  0.1034

Cartesian forces (eV/Å) of the 6 atoms listed first:
Br -0.206 0.028 0.080
O 0.039 -0.155 -0.166
O 0.086 -0.083 -0.056
N -0.185 0.033 -0.343
N -0.024 -0.145 0.101
N -0.508 0.082 0.127

Results
- E_LUMO (eV) = 0.0
- HOMO energy (eV) = -8.4243
- gap between HOMO and LUMO (hartree) = 0.3101
- structure (SMILES) = O=C(N/C(=C/c1cccnc1)C(=O)N1CCCCCC1)c1cccc(Br)c1
- ΔE to the lowest compared entry with this formula, charge and spin (kcal/mol) = 3.7
- molecular weight (Da) = 428.3

---

No. 4
ORCA calculation (ωB97M-V/def2-TZVPD) on a structure of composition C21H22F3IrN2Se2 in a non-equilibrium geometry.

Last column: Löwdin spin population.
Positions of all 51 atoms, in Å:
Ir: -0.049 -0.264 -0.778  0.3116
Se: -2.240 -0.143 -1.279  -0.0031
Se: -0.258 -2.428 -2.155  0.0743
F: 0.256 0.868 6.065  0.0001
F: -0.217 -1.246 6.014  0.0002
F: -1.803 0.219 5.873  0.0003
N: -0.240 -0.171 1.279  0.0157
N: 2.072 -0.010 -1.078  0.0078
C: 4.748 0.555 -1.261  -0.0006
C: 2.969 -1.006 -1.092  0.0097
C: 1.373 2.230 -1.217  0.0926
C: 3.808 1.577 -1.288  0.0202
C: 0.104 -4.033 -1.118  0.0122
C: 2.463 1.272 -1.187  -0.0002
C: -1.203 -0.967 3.294  -0.0011
C: 4.324 -0.762 -1.169  0.0158
C: -2.138 -2.666 -2.354  0.0076
C: 1.561 3.599 -1.206  0.0069
C: -0.543 -0.047 5.535  0.0003
C: 0.055 1.715 -1.273  0.1618
C: 0.503 0.713 1.972  0.0050
C: -0.822 3.950 -1.436  0.0236
C: -3.755 -0.540 -0.138  -0.0016
C: -1.084 -0.989 1.925  0.0039
C: -2.643 -1.347 -2.784  -0.0008
C: 0.437 0.788 3.346  0.0011
C: -1.033 2.588 -1.423  0.0637
C: -0.424 -0.067 4.016  0.0046
C: 0.473 4.459 -1.317  0.1522
H: -2.037 2.225 -1.508  0.0021
H: -1.666 4.619 -1.540  -0.0003
H: -3.715 -1.375 -2.983  -0.0003
H: -3.933 -1.611 -0.069  -0.0001
H: 1.151 1.368 1.409  0.0004
H: -0.593 -4.113 -0.288  0.0007
H: -4.626 -0.052 -0.571  -0.0001
H: 1.127 -4.014 -0.749  0.0001
H: 1.044 1.505 3.882  0.0002
H: -0.018 -4.879 -1.792  0.0038
H: -3.563 -0.121 0.847  0.0000
H: 0.632 5.530 -1.323  0.0062
H: 5.022 -1.587 -1.172  0.0006
H: -2.321 -3.479 -3.059  0.0022
H: -2.558 -2.973 -1.397  0.0003
H: -1.891 -1.637 3.793  -0.0001
H: 4.130 2.601 -1.412  0.0009
H: -1.676 -1.673 1.329  0.0002
H: 5.804 0.784 -1.325  -0.0004
H: 2.587 -2.017 -1.048  0.0007
H: 2.560 4.006 -1.121  -0.0009
H: -2.153 -0.951 -3.673  0.0000

Cartesian forces (eV/Å) of the 6 atoms listed first:
Ir 2.582 0.079 -0.100
Se -4.296 0.954 -1.133
Se 1.373 -0.616 -0.441
F 0.014 0.019 -0.041
F 0.030 -0.019 -0.043
F -0.021 0.027 -0.044

Results
- E_LUMO (alpha / beta) (eV) = -12.0 / -12.8
- HOMO energy (alpha / beta) (eV) = -18.1898 / -18.2033
- gap between HOMO and LUMO (alpha / beta) (hartree) = 0.2288 / 0.1998
- spin multiplicity = 2
- ΔE to the lowest compared entry with this formula, charge and spin (kcal/mol) = 53.7
- molecular weight (Da) = 709.6
- net charge = +3

---

No. 5
ORCA calculation (ωB97M-V/def2-TZVPD) on the molecule C21H22F4N2O2.

Last column: Löwdin charge in e.
Positions of all 51 atoms, in Å:
F: 4.775 1.174 -1.027  0.0980
F: 5.074 1.677 1.683  0.0997
F: 6.608 0.379 -0.205  0.1177
F: 5.173 -0.452 2.073  0.0998
O: -1.477 1.154 1.686  0.0852
O: 3.561 -1.498 -0.505  -0.1083
N: -1.992 1.782 -0.420  -0.0443
N: -4.408 1.062 -0.959  -0.1005
C: 1.279 -1.212 -1.048  -0.1874
C: -1.289 -1.486 -0.010  -0.0041
C: 2.688 -1.072 -1.555  -0.1493
C: -5.239 -2.249 0.418  -0.0984
C: -1.425 0.950 0.490  -0.4243
C: -3.507 0.782 -2.058  -0.1234
C: 0.674 -2.461 -0.991  -0.0246
C: -2.933 2.786 0.033  -0.1064
C: -5.296 -1.996 1.778  -0.1059
C: -4.326 2.445 -0.553  -0.1315
C: 5.265 0.216 -0.191  -0.4462
C: 4.909 -1.197 -0.691  -0.1157
C: -0.695 -0.232 -0.074  -0.1402
C: -2.138 1.477 -1.822  -0.1067
C: -4.944 -1.237 -0.473  -0.0469
C: -4.762 0.309 1.345  -0.0263
C: 4.695 0.473 1.220  -0.3130
C: -4.677 0.062 -0.026  -0.2345
C: -5.066 -0.709 2.229  -0.0797
C: -0.603 -2.595 -0.474  -0.0510
C: 0.590 -0.100 -0.584  0.0204
H: -5.522 -2.789 2.474  0.0971
H: -2.926 2.758 1.124  0.1112
H: -2.280 -1.588 0.406  0.1103
H: 5.485 -1.906 -0.089  0.1462
H: 5.217 -1.277 -1.742  0.1465
H: -5.434 -3.244 0.043  0.1019
H: -3.354 -0.293 -2.136  0.1047
H: 2.888 -0.030 -1.829  0.1207
H: 3.596 0.418 1.213  0.1707
H: -3.949 1.141 -2.995  0.1221
H: -2.087 2.423 -2.371  0.1259
H: 2.852 -1.708 -2.437  0.1342
H: -5.119 2.664 0.162  0.1209
H: -5.109 -0.490 3.286  0.1057
H: -2.604 3.776 -0.298  0.1246
H: 1.212 -3.327 -1.344  0.1174
H: 1.053 0.877 -0.616  0.1330
H: -4.938 -1.456 -1.530  0.1072
H: -4.508 3.047 -1.450  0.1221
H: -4.571 1.292 1.744  0.1007
H: -1.065 -3.570 -0.426  0.1075
H: -1.323 0.837 -2.156  0.1171

Cartesian forces (eV/Å) of the 6 atoms listed first:
F -0.334 0.067 0.020
F 0.160 0.374 -0.118
F 0.110 -0.190 0.203
F 0.201 -0.409 0.083
O 0.008 -0.118 0.249
O -0.310 0.045 0.096

Results
- E_LUMO (eV) = 0.6
- HOMO energy (eV) = -7.8925
- gap between HOMO and LUMO (hartree) = 0.3132
- structure (SMILES) = O=C(c1cccc(COCC(F)(F)C(F)F)c1)N1CCN(c2ccccc2)CC1
- ΔE to the lowest compared entry with this formula, charge and spin (kcal/mol) = 2.4
- molecular weight (Da) = 410.4

---

Q: The highest ΔE to the lowest compared entry with this formula, charge and spin belongs to which entry?
A: C21H22F3IrN2Se2